{"formula": "C22H29BrN5O7TcTe", "method": "ωB97M-V/def2-TZVPD", "multiplicity": 4, "total_charge": 1, "relative_energy_kj_mol": 220.63, "orbital_gap_ha": [0.2647, 0.2182], "species": ["Tc", "N", "C", "C", "C", "C", "N", "C", "N", "N", "C", "O", "O", "H", "H", "H", "H", "H", "H", "H", "H", "H", "H", "H", "H", "H", "H", "O", "C", "O", "C", "O", "O", "O", "C", "C", "C", "N", "C", "Br", "C", "H", "H", "H", "H", "C", "C", "C", "C", "C", "C", "Te", "C", "C", "C", "H", "H", "H", "H", "H", "H", "H", "H", "H", "H", "H"], "positions_angstrom": [[-0.0272, -0.2829, -0.2020], [0.5250, -2.2899, -0.9424], [1.3441, -2.8450, 0.1701], [1.9337, -4.2202, -0.1136], [2.5534, -4.8067, 1.1557], [3.2507, -6.1430, 0.9386], [2.3817, -7.1972, 0.3902], [1.4506, -7.8387, 1.0781], [0.6458, -8.7149, 0.4663], [1.3038, -7.6227, 2.3831], [2.4144, -1.7650, 0.4768], [3.5447, -2.0836, 0.7848], [1.9787, -0.5614, 0.3243], [-0.2702, -2.8926, -1.1356], [1.0851, -2.2535, -1.7920], [0.6880, -2.9014, 1.0415], [2.6979, -4.1405, -0.8943], [1.1338, -4.8754, -0.4798], [1.7828, -4.8939, 1.9287], [3.3006, -4.1017, 1.5169], [3.6892, -6.5075, 1.8694], [4.0701, -6.0218, 0.2327], [2.4130, -7.3463, -0.6050], [0.7708, -8.9482, -0.5032], [-0.0222, -9.2578, 0.9853], [1.8840, -6.9590, 2.8665], [0.6326, -8.1371, 2.9263], [-0.2671, -0.4106, 3.8239], [-0.3137, -0.1605, 2.6557], [-0.3452, -1.0184, 1.6648], [-0.3804, 1.3315, 2.1264], [-0.4860, 2.2624, 2.8592], [-0.3385, 1.3833, 0.7943], [2.5207, 3.9623, -4.0103], [1.9816, 2.9277, -3.3652], [2.7013, 2.0391, -2.5722], [2.0274, 1.0379, -1.9229], [0.6878, 0.8304, -1.9841], [0.0405, 1.6533, -2.8304], [-1.7607, 1.3349, -3.2755], [0.6201, 2.6963, -3.5151], [3.4655, 4.0352, -3.8237], [3.7714, 2.1342, -2.4433], [2.5775, 0.3795, -1.2691], [0.0327, 3.3187, -4.1724], [-6.1508, -4.3496, -3.7573], [-5.3186, -3.4008, -2.9401], [-4.2558, -3.8424, -2.1716], [-3.4890, -2.9689, -1.4042], [-2.3926, -3.5743, -0.5581], [-3.7816, -1.6046, -1.4268], [-2.7060, -0.1983, -0.2501], [-4.8847, -1.1342, -2.1668], [-5.3096, 0.3120, -2.1911], [-5.6196, -2.0433, -2.9131], [-5.7424, -5.3585, -3.7331], [-6.2003, -4.0216, -4.7962], [-7.1730, -4.3853, -3.3775], [-4.0181, -4.9013, -2.1509], [-2.8040, -4.3540, 0.0839], [-1.9159, -2.8370, 0.0902], [-1.6456, -4.0527, -1.2002], [-4.6374, 0.9121, -2.8028], [-5.3220, 0.7479, -1.1914], [-6.3091, 0.4053, -2.6112], [-6.4655, -1.6799, -3.4866]]}